This record from the Open Molecules 2025 dataset describes a molecular structure, C33H45Cl4CoN2O2PSbSi3. The level of theory is wB97M-V/def2-TZVPD.

Positions of all 92 atoms, in Å:
Co -1.1041 -0.3754 1.3742
Cl -3.6496 5.9540 0.4598
C -2.5338 4.6503 0.6869
C -1.1746 4.8850 0.6308
Cl -0.5579 6.4786 0.3296
C -0.2824 3.8100 0.8034
Cl 1.4323 4.1606 0.7210
C -0.7340 2.4977 1.0121
O 0.0345 1.3918 1.1622
C -2.1311 2.2760 1.0944
O -2.5413 1.0512 1.3442
C -3.0019 3.3469 0.9231
Cl -4.6985 3.0035 1.0231
C -5.8951 -5.0260 -0.5743
C -5.1074 -4.8558 0.5604
C -4.2458 -3.7659 0.6477
C -4.1417 -2.8414 -0.4003
C -4.9376 -3.0253 -1.5298
C -5.8098 -4.1102 -1.6145
P -2.9397 -1.4692 -0.1657
C -3.3269 -0.2867 -1.4995
C -2.3126 0.2449 -2.2935
C -2.5909 1.2478 -3.2176
C -3.8832 1.7351 -3.3509
C -4.8983 1.2240 -2.5495
C -4.6195 0.2273 -1.6230
C -1.3638 -2.2328 -0.6905
C -1.1930 -3.1808 -1.7023
C 0.0618 -3.7393 -1.9087
C 1.1312 -3.3365 -1.1101
C 0.9503 -2.3714 -0.1211
C -0.3029 -1.7819 0.1278
H -6.5725 -5.8718 -0.6468
H -5.1730 -5.5652 1.3795
H -3.6359 -3.6282 1.5367
H -4.8760 -2.3208 -2.3527
H -6.4247 -4.2383 -2.4992
H -1.2985 -0.1269 -2.1827
H -1.7938 1.6521 -3.8325
H -4.1001 2.5167 -4.0712
H -5.9069 1.6119 -2.6377
H -5.4110 -0.1423 -0.9750
H -2.0367 -3.4929 -2.3137
H 0.2051 -4.5016 -2.6691
H 2.1083 -3.7884 -1.2552
H 1.8105 -2.0982 0.4888
C 6.0521 0.5051 0.0830
Si 4.5889 -0.6074 -0.2152
C 4.7264 -2.0823 0.9039
C 4.6902 -1.2288 -1.9645
Sb 2.3997 0.6846 0.2506
Si 2.5058 0.7739 2.8242
C 1.5608 1.9645 3.8451
C 1.9733 -0.9660 3.1609
C 4.2980 0.9689 3.2382
Si 2.0931 2.1217 -1.8473
C 3.6958 2.9833 -2.1164
C 1.7990 0.7831 -3.0870
C 0.6635 3.2672 -1.9018
H 6.9718 -0.0358 -0.1919
H 6.1309 0.8066 1.1374
H 5.9962 1.4200 -0.5251
H 5.6905 -2.5748 0.7150
H 3.9267 -2.8103 0.7092
H 4.6859 -1.8095 1.9666
H 5.5354 -1.9291 -2.0394
H 4.8610 -0.4114 -2.6791
H 3.7762 -1.7619 -2.2624
H 0.4890 1.9443 3.6090
H 1.9161 2.9880 3.7098
H 1.7100 1.6773 4.8986
H 0.9905 -1.1581 2.7474
H 1.9228 -1.1735 4.2378
H 2.6627 -1.6809 2.6967
H 4.6986 1.9078 2.8310
H 4.9048 0.1368 2.8501
H 4.4097 0.9944 4.3352
H 4.5024 2.2657 -2.3265
H 3.9775 3.5770 -1.2369
H 3.6007 3.6638 -2.9775
H 2.6478 0.0930 -3.1663
H 1.6120 1.2206 -4.0791
H 0.9183 0.1950 -2.7943
H 0.8783 4.2321 -1.4249
H -0.2184 2.8346 -1.4090
H 0.4235 3.4333 -2.9607
N -1.3398 -0.4170 4.5409
N -1.9479 -0.7801 3.3053
H -2.0475 -0.2845 5.2410
H -0.8706 0.4650 4.3958
H -2.7824 -0.2408 3.1011
H -2.2072 -1.7480 3.3529

Calculated values
- E_LUMO (alpha / beta): 0.40 / -1.77 eV
- 2S+1: 5
- ⟨S²⟩: 6.01

These are the Löwdin partial charges, in e, on atoms 1 to 4: Co 0.6136; Cl 0.6526; C -0.7078; C -0.7155


This record from the Open Molecules 2025 dataset describes a molecular structure, C22H17BiO4PS. The level of theory is wB97M-V/def2-TZVPD.

Positions of all 46 atoms, in Å:
Bi -2.2081 -0.6486 0.5895
C 4.6298 -1.6015 2.0853
C 4.3299 -1.7767 0.7375
C 3.0482 -1.4868 0.2581
C 2.0446 -1.0143 1.1175
C 2.3685 -0.8467 2.4759
C 3.6491 -1.1362 2.9556
P 0.3473 -0.6097 0.5895
C 0.2362 -1.2291 -1.1208
C 0.1106 -2.6183 -1.3116
C 0.0105 -3.1694 -2.5922
C 0.0255 -2.3400 -3.7086
C 0.1369 -0.9626 -3.5428
C 0.2380 -0.4122 -2.2603
C 0.3542 1.2468 0.3995
C 1.5871 1.9079 0.2151
C 1.6592 3.2905 0.0712
C 0.4994 4.0530 0.1045
C -0.7520 3.4504 0.2775
C -1.9047 4.2582 0.3003
C -3.1744 3.7071 0.4655
C -3.3083 2.3368 0.6101
C -2.1692 1.5364 0.5895
C -0.8518 2.0411 0.4266
H 5.6259 -1.8275 2.4563
H 5.0927 -2.1395 0.0532
H 2.8594 -1.6288 -0.8030
H 1.6210 -0.4828 3.1791
H 3.8766 -0.9975 4.0093
H 0.0927 -3.2911 -0.4555
H -0.0823 -4.2454 -2.7132
H -0.0553 -2.7647 -4.7055
H 0.1409 -0.3091 -4.4115
H 0.3157 0.6685 -2.1808
H 2.5232 1.3576 0.1704
H 2.6242 3.7712 -0.0674
H 0.5824 5.1320 -0.0091
H -1.8202 5.3377 0.1873
H -4.0511 4.3486 0.4797
H -4.2845 1.8807 0.7388
O -4.2228 -2.5805 2.0214
S -4.7518 -2.0541 0.7500
O -4.2237 -2.8534 -0.3705
O -4.3368 -0.6486 0.5895
O -6.2238 -2.1338 0.7596
H -2.2081 -2.5145 0.5895

Calculated values
- E_LUMO (alpha / beta): 1.91 / 1.80 eV
- Total charge: -1

These are the Löwdin partial charges, in e, on atoms 1 to 4: Bi 1.5060; C -0.1006; C -0.0876; C -0.0838


This record from the Open Molecules 2025 dataset describes 2 unconnected molecules or ions with the total composition C2H9OS. The level of theory is wB97M-V/def2-TZVPD.

Positions of all 13 atoms, in Å:
O 0.7787 -1.9785 1.1096
H 0.4732 -2.8718 0.9268
H 1.3755 -2.0451 1.8592
H 0.9505 -0.3387 -0.0298
C -0.7111 -0.2262 -1.5934
S 0.3162 0.7735 -0.4686
C -0.5555 1.1503 1.0819
H 0.0274 -0.6976 -2.2318
H -1.2963 0.4740 -2.1777
H -1.2621 -0.9598 -1.0317
H -0.2040 0.4670 1.8380
H -0.2671 2.1854 1.2700
H -1.6254 1.0492 0.9610

Calculated values
- E_LUMO: -3.50 eV
- Total charge: +1

These are the Löwdin partial charges, in e, on atoms 1 to 4: O -0.0564; H 0.0679; H 0.0675; H -0.0186


This record from the Open Molecules 2025 dataset describes 9 unconnected molecules or ions with the total composition C46H119N9O14. The level of theory is wB97M-V/def2-TZVPD.

Positions of all 188 atoms, in Å:
C -1.2995 -21.0682 -10.0200
C -0.9927 -19.5485 -10.1433
C 0.2961 -19.2421 -9.4779
O 0.5472 -17.8562 -9.6431
C 1.6261 -17.3600 -8.8657
N -0.8511 -19.0939 -11.4979
H -2.2116 -21.3886 -10.5235
H -1.3491 -21.3418 -8.9661
H -0.4093 -21.5878 -10.3744
H -1.8100 -19.0118 -9.6616
H 1.1230 -19.7647 -9.9586
H 0.2892 -19.5310 -8.4269
H 1.7964 -16.3386 -9.2060
H 2.5068 -17.9808 -9.0302
H 1.3161 -17.3183 -7.8216
H -0.2915 -18.2781 -11.2944
H -0.2516 -19.6766 -12.0647
C 4.9065 -27.3675 -8.7260
C 6.1124 -26.4825 -8.5150
C 6.8168 -26.9636 -7.1991
O 7.9703 -26.2007 -6.8434
C 8.6707 -26.8188 -5.7458
N 7.0992 -26.4877 -9.6428
H 4.2695 -27.3544 -7.8416
H 5.2398 -28.3934 -8.8826
H 4.3912 -26.9759 -9.6031
H 5.7952 -25.4425 -8.4386
H 7.0974 -27.9907 -7.4325
H 6.0942 -26.9642 -6.3830
H 8.8843 -27.8647 -5.9665
H 8.0903 -26.6988 -4.8310
H 9.5887 -26.2315 -5.7674
H 7.3388 -27.4433 -9.8654
H 7.9318 -26.1024 -9.2203
C 0.6983 -18.7845 -14.5799
C 1.7612 -19.3528 -13.5926
C 2.2019 -18.3043 -12.6524
O 3.1717 -17.4416 -13.2290
C 3.6083 -16.4881 -12.2722
N 1.2276 -20.4797 -12.9194
H 1.0443 -17.8937 -15.1041
H -0.2291 -18.5626 -14.0520
H 0.5680 -19.6161 -15.2724
H 2.6619 -19.8169 -13.9942
H 2.7228 -18.8403 -11.8589
H 1.3063 -17.8280 -12.2534
H 4.0139 -16.8062 -11.3118
H 2.8040 -15.8013 -12.0084
H 4.3905 -15.9099 -12.7641
H 1.1711 -21.1616 -13.6624
H 1.9136 -20.9070 -12.3137
C 4.4432 -23.7641 -10.3884
C 3.5906 -23.8651 -11.6300
C 3.0986 -25.2466 -11.9570
O 4.0862 -26.1726 -11.9445
C 4.9080 -26.1264 -13.0624
N 2.4782 -22.9334 -11.4505
H 4.5601 -22.7440 -10.0227
H 5.4095 -24.1965 -10.6480
H 3.9963 -24.3892 -9.6154
H 4.2001 -23.5264 -12.4678
H 2.4510 -25.2209 -12.8334
H 2.3927 -25.4211 -11.1451
H 5.6041 -25.2883 -13.0956
H 4.3940 -26.2756 -14.0120
H 5.5832 -26.9728 -12.9373
H 2.0887 -22.8399 -12.3777
H 1.8192 -23.2332 -10.7463
C 5.1695 -20.0481 -11.7964
O 6.5403 -20.5097 -11.5667
C 7.1006 -21.3412 -12.6142
C 8.6229 -21.5550 -12.4975
N 9.1117 -21.8878 -11.1599
C 8.5141 -23.1372 -10.6759
C 9.0427 -23.4090 -9.2074
O 8.8078 -22.4482 -8.1675
C 9.4147 -22.7459 -6.9319
H 5.0289 -19.3136 -11.0033
H 4.4519 -20.8671 -11.7477
H 5.1144 -19.5691 -12.7740
H 6.9717 -20.8997 -13.6024
H 6.6024 -22.3106 -12.6221
H 9.2100 -20.6967 -12.8241
H 8.8998 -22.3573 -13.1814
H 8.7270 -21.1603 -10.5744
H 8.8184 -23.9937 -11.2775
H 7.4259 -23.1256 -10.6143
H 10.0936 -23.6980 -9.1908
H 8.6339 -24.3478 -8.8338
H 9.3151 -23.7976 -6.6633
H 9.0941 -22.1513 -6.0765
H 10.4681 -22.4694 -6.8860
C 10.9716 -27.8072 -11.8546
O 10.1789 -27.5653 -13.0171
C 9.3151 -26.4441 -12.9303
C 8.3605 -26.4593 -14.1498
N 9.0349 -26.2402 -15.4033
C 9.4817 -24.8797 -15.6139
C 8.4114 -23.8890 -16.0930
O 7.4333 -23.5657 -15.0848
C 6.2062 -23.0517 -15.6207
H 10.3984 -27.6452 -10.9417
H 11.7274 -27.0222 -11.8315
H 11.3978 -28.8069 -11.9384
H 9.8763 -25.5101 -12.9583
H 8.6879 -26.5887 -12.0506
H 7.5720 -25.7162 -14.0308
H 7.8820 -27.4195 -14.3423
H 9.7334 -26.9585 -15.5305
H 10.1751 -24.8270 -16.4532
H 10.0768 -24.4869 -14.7894
H 7.9276 -24.1339 -17.0385
H 8.8195 -22.8976 -16.2896
H 5.4468 -22.8823 -14.8574
H 5.7776 -23.7988 -16.2887
H 6.4442 -22.1429 -16.1735
C -0.5501 -28.6043 -14.0479
O 0.1975 -28.0994 -15.1937
C 1.6099 -28.1175 -15.0358
C 2.3250 -27.3341 -16.2061
N 3.7471 -27.6172 -16.3123
C 4.3158 -26.6933 -17.2986
C 5.8647 -27.0613 -17.4448
O 5.9588 -28.3806 -18.0372
C 7.2913 -28.7322 -18.3305
H -0.2111 -28.0091 -13.2000
H -0.3170 -29.6144 -13.7110
H -1.6262 -28.4425 -14.1106
H 1.8598 -29.1782 -15.0593
H 1.9109 -27.7297 -14.0626
H 1.9902 -26.2968 -16.2157
H 1.8140 -27.7595 -17.0699
H 3.8573 -28.5558 -16.6686
H 4.1685 -25.6440 -17.0431
H 3.8275 -26.9399 -18.2414
H 6.3432 -27.0613 -16.4654
H 6.1988 -26.2324 -18.0688
H 7.9830 -28.5879 -17.5005
H 7.6142 -28.1291 -19.1791
H 7.2897 -29.7856 -18.6104
C 0.4234 -25.1964 -8.7787
O 0.1122 -24.5781 -10.0663
C -0.8380 -25.2587 -10.8420
C -1.3205 -24.3966 -12.0027
N -0.2618 -24.3454 -13.0151
C -0.5180 -23.4897 -14.1788
C 0.6664 -23.3932 -15.0974
O 1.6249 -22.6595 -14.4327
C 2.8744 -22.6394 -15.0901
H 1.0983 -24.4845 -8.3033
H 1.0538 -26.0745 -8.9186
H -0.4204 -25.3825 -8.1143
H -1.6847 -25.5889 -10.2401
H -0.2759 -26.1361 -11.1620
H -1.6725 -23.4214 -11.6662
H -2.1470 -24.9794 -12.4092
H 0.4999 -23.8738 -12.5487
H -0.8354 -22.5432 -13.7412
H -1.4189 -23.8865 -14.6468
H 0.4232 -22.9272 -16.0523
H 1.0190 -24.3902 -15.3618
H 3.3199 -23.5576 -15.4731
H 3.4482 -21.9599 -14.4600
H 2.6557 -22.1240 -16.0254
C -1.6065 -31.8780 -7.8788
O -0.7604 -31.1733 -8.6898
C -1.4367 -30.3537 -9.6319
C -0.4661 -29.2764 -10.0822
N 0.6363 -29.8253 -10.8244
C 1.7048 -28.8396 -11.0299
C 2.9199 -29.5796 -11.6073
O 3.4802 -30.4519 -10.5572
C 4.1789 -31.6812 -10.8363
H -1.1130 -32.2755 -6.9919
H -2.0339 -32.7242 -8.4168
H -2.4386 -31.3431 -7.4212
H -2.3365 -29.9407 -9.1760
H -1.7082 -30.8749 -10.5499
H -0.0550 -28.7731 -9.2070
H -1.0563 -28.5888 -10.6880
H 0.9960 -30.6364 -10.3419
H 1.9610 -28.3013 -10.1174
H 1.3916 -28.1423 -11.8069
H 3.6832 -28.8539 -11.8880
H 2.6255 -30.1435 -12.4924
H 4.4781 -32.1315 -9.8898
H 5.0640 -31.4996 -11.4460
H 3.6036 -32.3571 -11.4690

Calculated values
- SMILES: COC[C@H](C)N.COC[C@H](C)N.COC[C@H](C)N.COC[C@H](C)N.COCCNCCOC.COCCNCCOC.COCCNCCOC.COCCNCCOC.COCCNCCOC
- E_LUMO: 0.59 eV

These are the Löwdin partial charges, in e, on atoms 1 to 4: C -0.0455; C -0.4366; C -0.2278; O -0.2241


This record from the Open Molecules 2025 dataset describes a single C2H4OS molecule. The level of theory is wB97M-V/def2-TZVPD.

Positions of all 8 atoms, in Å:
C 2.0764 -0.4454 0.2105
C -0.2243 -0.6558 -0.0186
O 0.9346 0.1498 -0.1081
S 3.5873 0.0291 -0.0308
H 1.7841 -1.4691 0.5175
H 0.1106 -1.6266 0.1506
H -0.7257 -0.4295 -1.0042
H -0.8159 -0.2715 0.7997

Calculated values
- E_LUMO (alpha / beta): 1.08 / -2.52 eV
- 2S+1: 3
- ⟨S²⟩: 2.01

These are the Löwdin partial charges, in e, on atoms 1 to 4: C -0.8320; C -0.0677; O -0.2245; S 0.7966


This record from the Open Molecules 2025 dataset describes a single C17H23N3O3 molecule. The level of theory is wB97M-V/def2-TZVPD.

Positions of all 46 atoms, in Å:
C 0.2042 -0.1736 -1.4287
C 1.0172 0.7534 -0.4546
C -1.3084 0.0911 -1.2028
C -2.1796 -0.6337 -2.1839
C -2.5489 -0.2685 -3.4804
C -2.7573 -1.9653 -1.9455
C -3.4599 -2.2868 -3.1528
C -2.7024 -2.8237 -0.8944
C -4.1787 -3.4868 -3.3316
C -3.4066 -4.0370 -1.0386
C -4.0811 -4.3414 -2.2368
C 2.4942 0.7994 1.4717
C 2.9275 -0.1436 2.6078
C 2.2119 2.2254 1.9163
C 0.8175 2.4316 2.5353
C 3.3296 2.7080 2.8230
C 3.3206 4.2519 2.9324
H 1.3163 -1.8680 -1.9285
H -0.2350 -2.2053 -1.4742
H 0.4922 0.1997 -2.4367
H -1.5283 1.2068 -1.1974
H -1.6099 -0.1996 -0.2098
H -2.2898 0.6114 -3.9987
H -3.6522 -1.1618 -4.9580
H -2.1849 -2.6942 0.0579
H -4.7579 -3.7383 -4.1936
H -3.4070 -4.7122 -0.2148
H -4.6226 -5.3589 -2.2800
H 1.2179 -0.8510 0.7971
H 3.3687 0.8614 0.7915
H 2.2428 2.8513 1.0276
H 0.6733 1.9200 3.4791
H 0.0795 2.0116 1.8563
H 0.5703 3.5382 2.6585
H 4.3156 2.3425 2.4604
H 3.2068 2.3235 3.8697
H 2.3450 4.6152 3.3411
H 3.6770 4.7555 2.0360
H 4.1036 4.5312 3.6319
H 1.0647 -0.3607 2.9695
N 0.5785 -1.5901 -1.2654
N -3.2866 -1.2789 -4.0583
N 1.3914 0.1646 0.7228
O 1.2447 1.9408 -0.7633
O 4.0793 -0.3910 2.9521
O 1.9067 -0.5640 3.3910

Calculated values
- SMILES: CC[C@H](C)[C@H](NC(=O)[C@@H](N)Cc1c[nH]c2ccccc12)C(=O)O
- E_LUMO: 0.52 eV

These are the Löwdin partial charges, in e, on atoms 1 to 4: C -0.2833; C -0.4131; C -0.1071; C -0.1648


This record from the Open Molecules 2025 dataset describes a molecular structure, C26H21BrFeN9O3S3. The level of theory is wB97M-V/def2-TZVPD.

Positions of all 64 atoms, in Å:
Fe -0.3293 0.9576 -0.4029
S 1.8449 1.2884 -1.0307
C 2.3567 -0.4648 -0.8643
N 3.6117 -0.6369 -1.0424
N 4.0493 -1.9542 -0.8356
C 3.8102 -2.9473 -1.8052
C 3.0038 -2.7561 -2.9220
C 2.8063 -3.7979 -3.8185
C 3.4059 -5.0323 -3.6254
C 4.2230 -5.2171 -2.5158
C 4.4216 -4.1889 -1.6135
N 1.4022 -1.3792 -0.6650
N 0.1931 -0.9012 -0.3156
C -0.7597 -1.7729 -0.1982
C -2.0922 -1.2633 0.2406
C -3.2372 -2.1191 -0.1908
C -3.0300 -3.3954 -0.5123
C -1.6840 -3.9609 -0.5708
C -0.5945 -3.1881 -0.4369
H 5.0279 -1.9150 -0.5969
H 2.5390 -1.7973 -3.0967
H 2.1760 -3.6333 -4.6838
H 3.2453 -5.8381 -4.3292
H 4.7052 -6.1722 -2.3486
H 5.0455 -4.3413 -0.7399
H -2.0935 -1.1924 1.3339
H -4.2322 -1.6958 -0.1303
H -3.8708 -4.0379 -0.7393
H -1.5743 -5.0154 -0.7866
H 0.4095 -3.5641 -0.5722
Br 3.1425 2.1953 0.4618
C 1.7668 4.9432 -0.1892
C 1.8967 6.3115 -0.3608
C 0.8026 6.9452 -0.9260
C -0.3185 6.1961 -1.2745
C -0.3016 4.8338 -1.0422
N 0.7574 4.2171 -0.4955
C -1.5034 4.0350 -1.4018
O -2.4820 4.5135 -1.8925
O -1.4329 2.6971 -1.1351
H 2.7895 6.8461 -0.0718
H 0.8173 8.0141 -1.0975
H -1.1953 6.6458 -1.7163
S -0.1770 1.9595 1.6267
C -0.0747 0.9020 2.9230
N -0.3647 1.2953 4.1524
C -0.2416 0.3236 5.2304
C -0.1992 -1.0445 4.5570
S 0.4417 -0.7501 2.8782
H -0.7926 2.1970 4.2947
H -1.1060 0.4028 5.8875
H 0.6659 0.5202 5.8051
H -1.1954 -1.4687 4.4626
H 0.4616 -1.7369 5.0717
N -3.8277 1.3563 -1.2722
C -3.4028 0.8242 -0.1813
O -2.1730 0.1011 -0.2845
C -3.9696 0.9760 1.0930
C -3.3869 0.5131 2.2903
N -2.9148 0.1367 3.2772
C -5.2367 1.6145 1.2001
N -6.2539 2.1432 1.3106
H -2.3790 2.3640 -1.2885
H -3.3926 0.9096 -2.0776

Calculated values
- E_LUMO (alpha / beta): -1.09 / -1.07 eV
- 2S+1: 2
- ⟨S²⟩: 0.76

These are the Löwdin partial charges, in e, on atoms 1 to 4: Fe 0.2075; S 0.5224; C -0.7449; N -0.0284


This record from the Open Molecules 2025 dataset describes 2 unconnected molecules or ions with the total composition ClH3NOPS. The level of theory is wB97M-V/def2-TZVPD.

Positions of all 8 atoms, in Å:
N 0.3564 -0.4325 -0.8346
O -1.3293 1.0711 -0.1132
P -0.2581 0.1200 0.6819
S 2.5435 0.0993 2.7509
Cl -1.4905 -1.3376 1.0120
H 0.2404 0.1900 -1.6186
H 1.2910 -0.7301 -0.7916
H -1.3533 1.0199 -1.0867

Calculated values
- E_LUMO (alpha / beta): -2.67 / -2.69 eV

These are the Löwdin partial charges, in e, on atoms 1 to 4: N -0.2214; O -0.4084; P 0.2816; S -0.0297


Number 1: M 939.472 g mol⁻¹, DFT total energy -169203.3761 eV. Number 2: M 617.395 g mol⁻¹, DFT total energy -57240.8306 eV. Number 3: M 81.160 g mol⁻¹, DFT total energy -15095.3957 eV. Number 4: M 1022.507 g mol⁻¹, DFT total energy -91696.2061 eV. Number 5: M 76.120 g mol⁻¹, DFT total energy -15017.1537 eV. Number 6: M 317.389 g mol⁻¹, DFT total energy -28615.7408 eV. Number 7: M 739.464 g mol⁻¹, DFT total energy -183785.4975 eV. Number 8: M 131.524 g mol⁻¹, DFT total energy -36230.8432 eV.